1.
A cluster of 9 separate species, C9H36N18O9 in total in a non-equilibrium geometry, computed with ωB97M-V with the def2-TZVPD basis set.

Its energy is -55175.91244 eV. The energy above the lowest of the compared OMol25 structures with the same formula, charge and spin is 1.222 eV. The orbital gap comes out at 8.588 eV. The highest occupied orbital energy is -8.865 eV. As for the SMILES: NC(N)=O.NC(N)=O.NC(N)=O.NC(N)=O.NC(N)=O.NC(N)=O.NC(N)=O.NC(N)=O.NC(N)=O. As for the net charge: 0.

Last column: Löwdin charge in e.
CARTESIAN COORDINATES (ANGSTROEM)
N  3.17  -3.14  -4.78  0.164
C  2.79  -1.84  -4.86  -0.700
N  2.11  -1.33  -3.80  0.161
O  3.07  -1.14  -5.83  -0.026
H  2.83  -3.77  -4.07  0.053
H  3.74  -3.48  -5.53  0.103
H  1.69  -0.43  -3.90  0.091
H  2.11  -2.02  -3.06  0.076
N  1.19  -0.74  0.56  0.186
C  0.31  0.27  0.38  -0.619
N  0.59  1.35  1.19  0.170
O  -0.64  0.21  -0.39  -0.008
H  1.97  -0.65  1.18  0.080
H  1.05  -1.51  -0.08  0.083
H  1.01  1.20  2.09  0.057
H  -0.04  2.14  1.17  0.069
N  -0.25  4.84  3.03  0.143
C  0.06  6.14  2.79  -0.707
N  -0.93  7.03  3.11  0.152
O  1.17  6.45  2.38  0.024
H  0.51  4.17  3.02  0.073
H  -1.10  4.49  3.42  0.099
H  -1.67  6.69  3.69  0.090
H  -0.67  7.98  3.32  0.104
N  -0.99  -1.32  -4.57  0.144
C  -0.67  -2.03  -5.71  -0.676
N  -0.27  -1.19  -6.70  0.165
O  -0.92  -3.21  -5.87  0.021
H  -0.90  -0.33  -4.48  0.089
H  -1.39  -1.82  -3.80  0.077
H  -0.23  -1.47  -7.66  0.109
H  -0.15  -0.21  -6.49  0.093
N  -2.15  3.04  -1.02  0.151
C  -2.06  4.37  -0.69  -0.678
N  -0.91  4.71  -0.03  0.162
O  -2.86  5.20  -1.06  0.023
H  -2.73  2.85  -1.81  0.098
H  -1.50  2.33  -0.72  0.048
H  -0.71  5.69  0.10  0.101
H  -0.29  4.00  0.29  0.063
N  0.88  -3.00  3.18  0.151
C  2.18  -2.61  3.33  -0.683
N  2.32  -1.25  3.47  0.141
O  3.07  -3.42  3.49  0.045
H  0.07  -2.41  3.17  0.090
H  0.69  -3.99  3.26  0.105
H  3.18  -0.73  3.45  0.109
H  1.48  -0.71  3.35  0.057
N  -0.35  -4.22  -2.80  0.192
C  0.77  -4.20  -2.06  -0.638
N  0.60  -3.76  -0.76  0.147
O  1.91  -4.37  -2.51  -0.011
H  -0.27  -4.20  -3.81  0.087
H  -1.20  -3.89  -2.37  0.086
H  1.27  -4.16  -0.12  0.104
H  -0.37  -3.72  -0.43  0.048
N  1.06  3.03  6.38  0.147
C  0.85  1.98  5.50  -0.650
N  0.38  0.86  6.13  0.157
O  0.77  2.16  4.29  0.005
H  1.45  3.81  5.88  0.104
H  1.58  2.81  7.22  0.100
H  0.33  0.78  7.13  0.101
H  -0.13  0.18  5.60  0.100
N  -4.28  -3.19  -0.61  0.165
C  -3.12  -2.53  -0.37  -0.666
N  -3.01  -1.25  -0.79  0.172
O  -2.12  -3.10  0.10  -0.030
H  -5.06  -2.68  -0.96  0.099
H  -4.27  -4.18  -0.46  0.109
H  -2.12  -0.79  -0.69  0.047
H  -3.85  -0.73  -1.00  0.102


2.
A cluster of 9 separate species, C9H36O9 in total in a non-equilibrium geometry, computed with ωB97M-V with the def2-TZVPD basis set.

Its energy is -28333.65513 eV. The energy above the lowest of the compared OMol25 structures with the same formula, charge and spin is 11.651 eV. The orbital gap comes out at 9.765 eV. The highest occupied orbital energy is -9.705 eV. As for the SMILES: CO.CO.CO.CO.CO.CO.CO.CO.CO. As for the net charge: 0.

Last column: Löwdin charge in e.
CARTESIAN COORDINATES (ANGSTROEM)
C  -0.40  -0.32  -0.50  -0.137
O  0.69  0.52  -0.82  -0.137
H  -1.11  0.28  -0.09  0.030
H  -0.10  -1.23  0.04  0.077
H  -0.83  -0.74  -1.48  0.104
H  0.33  1.05  -1.55  0.035
C  2.73  2.87  0.67  -0.123
O  2.81  1.50  0.92  -0.065
H  2.90  3.47  1.45  0.045
H  1.67  3.12  0.51  0.077
H  3.33  3.07  -0.02  0.021
H  2.43  1.16  0.17  -0.018
C  -0.61  -5.00  1.29  -0.205
O  -1.90  -4.61  1.56  -0.157
H  -0.18  -5.45  2.09  0.020
H  0.05  -4.10  0.78  0.126
H  -0.65  -5.80  0.52  0.074
H  -2.10  -3.61  1.59  0.087
C  -1.58  0.75  3.76  -0.320
O  -0.84  0.38  4.68  0.019
H  -1.64  1.75  3.61  0.043
H  -2.66  0.42  3.89  0.117
H  -1.45  0.42  2.74  0.068
H  0.02  0.58  4.42  0.092
C  3.22  -1.72  0.83  -0.195
O  3.66  -1.19  -0.35  -0.149
H  3.65  -1.35  1.68  0.025
H  3.70  -2.83  0.89  0.126
H  2.09  -1.71  0.82  0.079
H  4.18  -1.80  -0.96  0.126
C  -1.44  3.93  0.84  -0.106
O  -2.35  4.52  1.84  -0.093
H  -0.34  4.36  0.95  0.117
H  -1.70  4.27  -0.19  0.079
H  -1.40  2.99  0.86  -0.027
H  -1.90  4.40  2.63  0.023
C  -3.76  -2.32  -0.16  -0.106
O  -2.96  -2.10  0.96  -0.099
H  -4.26  -1.54  -0.41  0.016
H  -4.43  -3.08  0.31  0.116
H  -3.13  -2.62  -1.03  0.108
H  -3.14  -1.32  1.33  0.018
C  1.81  -1.05  -3.80  -0.123
O  2.80  -1.92  -4.40  -0.128
H  0.84  -1.31  -4.05  0.053
H  1.98  -0.18  -4.27  0.039
H  1.84  -1.15  -2.72  0.074
H  2.25  -2.70  -4.63  0.080
C  -0.13  3.13  -2.84  -0.117
O  -0.32  1.77  -3.16  -0.090
H  -0.43  3.36  -1.84  0.036
H  -0.90  3.93  -3.45  0.163
H  0.87  3.15  -2.90  0.044
H  -1.20  1.63  -3.00  0.038


3.
A cluster of 9 separate species, C9H36O9 in total, computed with ωB97M-V with the def2-TZVPD basis set.

Its energy is -28340.10541 eV. The energy above the lowest of the compared OMol25 structures with the same formula, charge and spin is 5.201 eV. The orbital gap comes out at 9.937 eV. The highest occupied orbital energy is -9.738 eV. As for the SMILES: CO.CO.CO.CO.CO.CO.CO.CO.CO. As for the net charge: 0.

Last column: Löwdin charge in e.
CARTESIAN COORDINATES (ANGSTROEM)
C  -2.98  3.76  -0.82  -0.188
O  -1.93  3.22  -1.57  -0.121
H  -2.63  4.34  0.05  0.075
H  -3.56  4.42  -1.46  0.075
H  -3.66  2.98  -0.42  0.063
H  -1.32  2.77  -0.96  0.031
C  5.14  -0.66  -2.17  -0.169
O  3.89  -0.69  -1.49  -0.130
H  5.22  0.18  -2.86  0.067
H  5.94  -0.59  -1.44  0.077
H  5.29  -1.56  -2.77  0.081
H  3.26  -1.17  -2.03  0.065
C  -1.57  2.35  2.95  -0.090
O  -1.47  1.09  2.26  -0.179
H  -1.30  2.24  4.00  0.084
H  -0.86  3.03  2.48  0.090
H  -2.57  2.76  2.87  0.083
H  -2.30  0.63  2.41  0.070
C  -1.83  -2.35  1.80  -0.123
O  -1.05  -3.39  2.40  -0.118
H  -1.39  -2.07  0.85  0.077
H  -2.86  -2.68  1.66  0.088
H  -1.88  -1.47  2.45  0.059
H  -1.61  -3.87  3.02  0.090
C  1.94  -3.08  0.87  -0.162
O  0.97  -4.00  0.41  -0.122
H  2.89  -3.34  0.41  0.078
H  1.72  -2.06  0.55  0.047
H  2.05  -3.11  1.96  0.077
H  0.15  -3.80  0.88  0.024
C  1.09  0.07  2.93  -0.155
O  1.53  1.16  3.72  -0.105
H  0.64  0.42  1.99  0.039
H  1.89  -0.65  2.76  0.078
H  0.28  -0.45  3.44  0.081
H  2.33  1.50  3.31  0.079
C  2.71  0.44  -4.75  -0.171
O  2.88  1.49  -5.70  -0.115
H  1.68  0.09  -4.87  0.081
H  3.40  -0.39  -4.92  0.076
H  2.84  0.83  -3.74  0.066
H  3.81  1.61  -5.87  0.071
C  -4.25  -0.33  -0.44  -0.150
O  -5.22  -1.37  -0.28  -0.124
H  -4.03  0.15  0.52  0.064
H  -3.35  -0.77  -0.87  0.073
H  -4.61  0.45  -1.11  0.078
H  -5.93  -1.03  0.27  0.070
C  0.26  0.28  -0.69  -0.123
O  -0.19  1.50  -0.14  -0.136
H  1.04  0.45  -1.43  0.075
H  0.63  -0.40  0.08  0.045
H  -0.56  -0.22  -1.23  0.083
H  -0.55  1.29  0.73  0.020


4.
A cluster of 9 separate species, C9H36O9 in total in a non-equilibrium geometry, computed with ωB97M-V with the def2-TZVPD basis set.

Its energy is -28332.92956 eV. The energy above the lowest of the compared OMol25 structures with the same formula, charge and spin is 0.331 eV. The orbital gap (spin up / spin down) comes out at 9.689 / 3.166 eV. The spin multiplicity is 2. The highest occupied orbital energy (spin up / spin down) is -12.431 / -12.426 eV. As for the net charge: +1.

Last column: Löwdin charge in e.
CARTESIAN COORDINATES (ANGSTROEM)
C  -0.79  -0.72  0.75  -0.111
O  -0.16  0.37  1.40  -0.137
H  -1.71  -0.34  0.31  0.082
H  -0.15  -1.13  -0.03  0.070
H  -1.06  -1.59  1.35  0.059
H  0.72  0.53  1.06  0.020
C  2.85  3.79  4.29  0.008
C  2.19  2.84  3.20  -0.117
O  2.96  1.63  3.05  0.255
H  3.13  3.21  5.18  0.093
H  2.31  4.72  4.47  0.100
H  3.80  4.11  3.87  0.090
H  2.02  3.39  2.28  0.156
H  1.19  2.54  3.52  0.170
H  2.80  1.45  2.12  0.075
C  -4.19  1.31  -1.86  -0.093
C  -4.64  1.53  -0.46  -0.293
O  -4.39  2.92  -0.13  -0.080
H  -4.08  0.26  -2.13  0.075
H  -3.25  1.78  -2.13  0.083
H  -4.93  1.70  -2.56  0.082
H  -4.22  0.80  0.23  0.102
H  -5.71  1.32  -0.38  0.115
H  -4.89  2.99  0.68  0.099
C  3.52  -1.23  -3.14  -0.038
C  3.33  -1.61  -1.64  -0.376
O  4.23  -1.22  -0.71  -0.048
H  2.64  -1.70  -3.56  0.052
H  4.39  -1.64  -3.66  0.084
H  3.40  -0.15  -3.13  0.074
H  3.23  -2.69  -1.62  0.121
H  2.31  -1.30  -1.41  0.095
H  4.76  -2.01  -0.58  0.118
C  -0.84  -3.62  -2.66  -0.081
C  0.07  -3.50  -3.88  -0.309
O  1.13  -4.46  -4.00  -0.082
H  -1.70  -2.97  -2.78  0.069
H  -0.36  -3.23  -1.76  0.054
H  -1.30  -4.60  -2.56  0.078
H  0.69  -2.61  -3.85  0.087
H  -0.55  -3.48  -4.78  0.112
H  0.70  -5.30  -4.13  0.077
O  -2.31  -2.48  3.36  -0.051
H  -2.58  -2.89  2.53  0.029
H  -1.59  -3.02  3.67  0.036
O  2.42  0.62  0.49  -0.013
H  2.96  -0.15  0.29  0.040
H  2.48  1.17  -0.29  0.099
O  -1.44  2.12  3.22  -0.037
H  -2.05  1.68  3.81  0.056
H  -1.06  1.41  2.69  -0.013
O  -1.85  3.35  0.45  -0.068
H  -2.79  3.20  0.31  -0.037
H  -1.65  2.88  1.26  -0.027


Please write out number 4 again, unchanged.
A cluster of 9 separate species, C9H36O9 in total in a non-equilibrium geometry, computed with ωB97M-V with the def2-TZVPD basis set.

Its energy is -28332.92956 eV. The energy above the lowest of the compared OMol25 structures with the same formula, charge and spin is 0.331 eV. The orbital gap (spin up / spin down) comes out at 9.689 / 3.166 eV. The spin multiplicity is 2. The highest occupied orbital energy (spin up / spin down) is -12.431 / -12.426 eV. As for the net charge: +1.

Last column: Löwdin charge in e.
CARTESIAN COORDINATES (ANGSTROEM)
C  -0.79  -0.72  0.75  -0.111
O  -0.16  0.37  1.40  -0.137
H  -1.71  -0.34  0.31  0.082
H  -0.15  -1.13  -0.03  0.070
H  -1.06  -1.59  1.35  0.059
H  0.72  0.53  1.06  0.020
C  2.85  3.79  4.29  0.008
C  2.19  2.84  3.20  -0.117
O  2.96  1.63  3.05  0.255
H  3.13  3.21  5.18  0.093
H  2.31  4.72  4.47  0.100
H  3.80  4.11  3.87  0.090
H  2.02  3.39  2.28  0.156
H  1.19  2.54  3.52  0.170
H  2.80  1.45  2.12  0.075
C  -4.19  1.31  -1.86  -0.093
C  -4.64  1.53  -0.46  -0.293
O  -4.39  2.92  -0.13  -0.080
H  -4.08  0.26  -2.13  0.075
H  -3.25  1.78  -2.13  0.083
H  -4.93  1.70  -2.56  0.082
H  -4.22  0.80  0.23  0.102
H  -5.71  1.32  -0.38  0.115
H  -4.89  2.99  0.68  0.099
C  3.52  -1.23  -3.14  -0.038
C  3.33  -1.61  -1.64  -0.376
O  4.23  -1.22  -0.71  -0.048
H  2.64  -1.70  -3.56  0.052
H  4.39  -1.64  -3.66  0.084
H  3.40  -0.15  -3.13  0.074
H  3.23  -2.69  -1.62  0.121
H  2.31  -1.30  -1.41  0.095
H  4.76  -2.01  -0.58  0.118
C  -0.84  -3.62  -2.66  -0.081
C  0.07  -3.50  -3.88  -0.309
O  1.13  -4.46  -4.00  -0.082
H  -1.70  -2.97  -2.78  0.069
H  -0.36  -3.23  -1.76  0.054
H  -1.30  -4.60  -2.56  0.078
H  0.69  -2.61  -3.85  0.087
H  -0.55  -3.48  -4.78  0.112
H  0.70  -5.30  -4.13  0.077
O  -2.31  -2.48  3.36  -0.051
H  -2.58  -2.89  2.53  0.029
H  -1.59  -3.02  3.67  0.036
O  2.42  0.62  0.49  -0.013
H  2.96  -0.15  0.29  0.040
H  2.48  1.17  -0.29  0.099
O  -1.44  2.12  3.22  -0.037
H  -2.05  1.68  3.81  0.056
H  -1.06  1.41  2.69  -0.013
O  -1.85  3.35  0.45  -0.068
H  -2.79  3.20  0.31  -0.037
H  -1.65  2.88  1.26  -0.027